25
Properties=species:S:1:pos:R:3:forces:R:3 method="wB97M-V/def2-TZVPD" homo_energy_ev="-6.31 / -6.80" e_above_lowest_kcal_mol=112.49 charge=0 e_lumo_ha="0.0309 / 0.0306" orbital_gap_ev="7.1 / 7.6" total_energy_ha=-824.57279
C -1.4910 1.6196 0.6128 2.30 0.84 1.19
C -1.8204 0.4049 0.3357 -1.69 -2.92 0.81
C -1.0162 -0.8532 0.5695 -0.93 -1.12 -2.04
C -0.4742 -1.1428 -0.8819 -0.96 0.25 1.06
C 0.6664 -0.2437 -1.3277 0.98 0.10 0.10
C 3.1593 -0.4681 1.2860 0.64 -0.78 1.42
C 4.1671 0.3736 0.5689 -0.60 1.26 2.08
C 1.8323 0.0704 -0.3923 -1.78 -0.29 -1.06
C -3.2053 0.1318 -0.1099 -0.51 -1.60 -1.57
O 1.9905 -0.6052 0.7306 -1.14 0.28 -1.54
S 3.2758 0.9154 -0.9007 -0.06 -0.28 -0.47
H -2.1345 2.4301 0.6568 -1.41 1.34 -0.69
H -0.1256 -0.6476 1.0630 1.06 0.22 1.72
H -1.5558 -1.8309 1.0224 0.88 2.65 -1.05
H -0.2127 -2.1700 -0.9150 0.48 -1.02 -0.32
H -1.3022 -0.9662 -1.5868 0.34 -0.34 0.04
H 1.0688 -0.7515 -2.2152 0.06 0.41 -0.18
H 0.2481 0.7172 -1.6181 0.00 0.13 -0.30
H 3.0346 -0.8346 2.2854 1.15 0.21 0.53
H -0.5367 1.8437 1.0419 0.67 -0.03 0.20
H 4.3832 1.3132 1.1710 0.24 -1.06 -0.60
H 5.0510 -0.2211 0.4529 0.77 0.11 -0.63
H -3.3667 -0.6680 -0.8785 0.73 -0.26 1.04
H -3.5881 0.8798 -0.7301 -0.74 2.05 -0.29
H -3.8615 -0.0695 0.7102 -0.48 -0.12 0.53

=====

24
Properties=species:S:1:pos:R:3:forces:R:3 method="wB97M-V/def2-TZVPD" homo_energy_ev="0.70 / -3.44" multiplicity=2 e_above_lowest_kcal_mol=11.87 charge=-1 s2=0.76 e_lumo_ha="0.1061 / 0.1055" orbital_gap_ev="2.2 / 6.3" total_energy_ha=-749.45059
C 0.4968 1.5931 0.8894 -0.94 -1.81 -1.01
C 2.5454 -1.1850 2.5032 0.00 -0.19 -0.36
C 1.5966 -0.1307 2.3656 -0.38 -0.17 0.03
C 2.9975 -1.8628 1.3941 -0.02 -0.32 0.13
C 1.2663 0.3009 1.0430 0.76 0.52 0.81
C 2.5331 -1.5722 0.0814 0.08 0.29 0.39
C 1.7775 -0.3593 -0.0346 -0.01 0.13 -0.78
H 2.9068 -1.5205 3.4698 -0.06 0.19 0.13
H 1.1360 0.3537 3.2200 0.09 0.01 0.05
H 3.6971 -2.6811 1.5562 0.02 0.01 -0.09
H 2.9643 -2.0631 -0.7805 -0.03 0.06 -0.05
H -0.5210 1.3890 1.2636 0.19 0.58 0.73
H 0.2609 1.6663 -0.1786 0.60 0.71 -0.05
H 1.6656 0.1302 -1.0082 -0.16 -0.29 0.01
H 0.9873 2.4518 1.3272 -0.15 0.28 0.06
C -2.1200 1.8840 -2.0802 0.98 -0.82 -0.88
C -2.4483 -0.6927 -0.9650 0.16 -0.16 -0.02
S -3.3019 0.5363 -1.9615 -0.53 0.31 -0.20
H -1.4699 1.8017 -1.2258 0.31 0.27 0.15
H -1.5468 1.8814 -3.0157 0.28 -0.69 0.26
H -2.5374 2.8505 -2.1577 -1.17 0.97 0.62
H -1.8016 -0.2754 -0.1984 -0.10 0.25 0.13
H -1.8402 -1.3767 -1.5460 0.06 -0.02 -0.24
H -3.2521 -1.2542 -0.4997 0.02 -0.13 0.18

=====

32
Properties=species:S:1:pos:R:3:forces:R:3 method="wB97M-V/def2-TZVPD" homo_energy_ev=-5.55 charge=-1 e_lumo_ha=0.0621 orbital_gap_ev=7.2 total_energy_ha=-1796.98405
F 2.1632 0.7775 -1.7153 -0.25 0.95 0.07
Al 1.9042 2.5019 -1.9607 -0.04 -0.58 0.15
Cl 2.8699 3.6817 -0.3085 -0.09 -0.28 -0.24
C -0.0574 2.9864 -1.8671 1.47 -0.58 0.07
C -1.0536 2.0419 -1.6245 -0.55 0.77 -0.12
C -2.3830 2.4630 -1.5731 0.02 -0.49 0.08
C -2.6980 3.7989 -1.7331 -0.41 0.52 -0.03
C -1.7099 4.7467 -1.9652 0.46 -0.02 -0.08
C -0.3839 4.3339 -2.0409 -0.55 -0.29 0.17
H 2.5598 2.9098 -3.3614 0.08 0.05 0.02
H -0.8202 0.9937 -1.4715 0.09 0.02 -0.06
H -3.1722 1.7344 -1.4081 -0.01 0.09 0.04
H -3.7261 4.1437 -1.6702 -0.02 -0.19 -0.01
H -1.9522 5.7975 -2.0895 -0.14 -0.06 0.03
H 0.4105 5.0564 -2.2023 -0.07 0.03 -0.04
C 1.4930 -5.2715 1.4116 0.18 -0.42 0.31
O 1.3308 -3.8801 1.6644 -0.19 1.22 2.12
P -0.1916 -3.2753 1.7963 -2.88 -0.74 -5.80
O -1.0571 -4.4090 1.3861 0.41 -0.04 0.89
O 0.0247 -2.1782 0.6239 0.71 0.26 0.97
C 1.3232 -1.6926 0.2170 -0.14 0.14 -0.28
O -1.3090 -2.3325 2.5585 2.30 -0.54 1.94
C -0.8683 -1.0870 3.1350 -0.10 0.20 -0.16
H 2.5562 -5.4918 1.5143 0.00 0.18 0.04
H 0.9396 -5.8774 2.1253 -0.11 -0.03 -0.13
H 1.1771 -5.4983 0.3955 -0.18 0.02 0.07
H 1.7183 -2.3351 -0.5680 0.09 -0.02 0.06
H 2.0159 -1.6520 1.0537 0.04 -0.04 -0.03
H 1.2028 -0.6899 -0.1860 -0.11 -0.04 -0.04
H -0.7483 -0.3357 2.3537 0.05 -0.06 -0.03
H 0.0716 -1.2075 3.6747 -0.01 0.07 0.04
H -1.6306 -0.7536 3.8353 -0.04 -0.11 -0.02

=====

32
Properties=species:S:1:pos:R:3:forces:R:3 method="wB97M-V/def2-TZVPD" homo_energy_ev=-12.25 charge=+1 e_lumo_ha=-0.1978 orbital_gap_ev=6.9 total_energy_ha=-1611.54270
N 2.1034 1.9004 0.6985 -1.27 -1.30 0.53
B 2.0213 0.6679 -0.0373 -0.39 0.69 -1.27
O 2.0715 0.7186 -1.4243 -0.65 -0.64 1.42
C 1.8405 -0.7872 0.6433 2.23 -0.48 1.71
C 2.9514 -1.2357 1.4297 -2.40 -0.82 -0.67
C 2.7452 -2.5049 2.0135 1.80 1.29 0.17
N 1.6545 -3.1984 1.8024 0.02 -1.78 1.01
N 0.5862 -2.8850 1.1001 1.47 1.35 0.02
C 0.7260 -1.6803 0.5719 -1.81 0.91 -2.27
C -0.5372 -1.2496 -0.2125 -0.65 0.04 2.80
C -1.5886 -0.9922 0.9820 -1.79 1.37 0.04
C -1.4398 0.4801 1.6911 1.34 -0.66 -1.74
O -2.5661 -0.0406 0.7001 2.53 -2.21 -0.92
H 1.8762 1.7707 1.6865 0.43 0.22 -0.16
H 1.3687 2.5227 0.3508 0.82 0.36 -0.26
H 1.5687 -0.0552 -1.7290 0.48 0.31 -0.66
H 3.8859 -0.6956 1.5987 -0.44 -0.10 -0.14
H 3.5250 -2.9231 2.6635 -0.61 -0.19 -0.31
H 1.6020 -4.1222 2.2389 -0.10 0.26 -0.14
H -0.4353 -0.2919 -0.7543 0.00 -0.87 0.22
H -0.9608 -2.0772 -0.8041 0.36 0.41 0.03
H -1.8269 -1.8552 1.6459 0.05 0.81 -0.50
H -1.7143 1.4914 1.3335 -0.40 0.26 2.21
H -0.4062 0.5482 1.1804 -0.89 0.53 -0.65
Cl -0.9310 0.6048 -2.8840 0.00 0.14 -0.40
C -2.0890 1.5651 -1.9196 -0.33 0.07 0.09
C -2.8764 2.5267 -2.7743 -0.03 0.08 -0.05
Cl -1.8571 3.8344 -3.4223 0.02 -0.04 0.00
H -1.5307 2.0869 -1.1428 0.06 0.05 -0.13
H -2.7622 0.8591 -1.4391 0.00 0.01 -0.08
H -3.6549 2.9975 -2.1747 0.06 -0.05 0.06
H -3.3503 2.0198 -3.6128 0.09 -0.01 0.02

=====

28
Properties=species:S:1:pos:R:3:forces:R:3 method="wB97M-V/def2-TZVPD" homo_energy_ev="-2.18 / -2.05" multiplicity=7 e_above_lowest_kcal_mol=165.90 charge=-1 s2=12.06 e_lumo_ha="0.0911 / 0.0910" orbital_gap_ev="4.7 / 4.5" total_energy_ha=-2037.16911
Eu 0.0000 0.0000 0.0000 -3.77 -2.21 1.46
Cl -1.9694 0.7167 0.9404 -4.72 2.37 3.01
Cl 0.9936 -1.9818 -0.5859 2.46 -5.29 -1.73
C -2.5317 -2.1744 -0.0919 0.08 -0.15 -0.53
H -1.7500 -2.8247 0.2907 0.00 0.14 -0.11
H -3.4828 -2.1873 0.4375 0.10 0.12 -0.07
C 0.3445 1.1490 -1.3659 2.01 5.43 -6.40
C -2.3377 -1.3932 -1.1557 -0.25 -0.67 0.09
H 1.0904 1.9576 -1.3386 0.05 0.09 0.24
C -3.3606 -0.4679 -1.7413 -0.18 0.33 -0.26
H -1.3695 -1.4004 -1.6572 -0.14 -0.32 0.00
C -2.8501 0.2819 -2.9843 -0.26 0.06 0.09
H -4.2704 -1.0278 -1.9958 0.10 0.01 0.06
H -3.6274 0.2791 -0.9802 -0.07 -0.22 -0.13
C -1.8591 1.4083 -2.6584 -0.12 0.12 -0.32
H -2.3775 -0.4345 -3.6690 -0.07 0.06 -0.03
H -3.7103 0.7073 -3.5159 0.00 -0.10 0.07
C -0.3712 0.9902 -2.6757 0.26 0.44 -0.20
H -1.9808 2.2159 -3.3904 -0.16 -0.03 0.01
H -2.0995 1.8375 -1.6756 0.08 -0.10 -0.22
H -0.2800 -0.0400 -3.0454 -0.11 -0.07 -0.21
H 0.1591 1.6253 -3.4051 -0.19 -0.32 -0.13
C 3.4427 0.0698 3.3168 -0.79 -0.06 -0.74
C 2.3482 0.0476 2.2623 -5.36 0.04 -5.29
N 1.4402 0.0292 1.3875 11.67 0.36 11.93
H 3.0890 -0.4555 4.2277 0.19 0.30 -0.57
H 3.6917 1.1211 3.5690 -0.19 -0.63 -0.20
H 4.3457 -0.4401 2.9228 -0.60 0.30 0.18

=====

34
Properties=species:S:1:pos:R:3:forces:R:3 method="wB97M-V/def2-TZVPD" homo_energy_ev="-4.62 / -5.68" multiplicity=5 e_above_lowest_kcal_mol=0.00 charge=-1 s2=6.01 e_lumo_ha="0.1012 / 0.0989" orbital_gap_ev="7.4 / 8.4" total_energy_ha=-2247.12392
Cr -0.3676 0.0544 0.2100 -0.21 -0.22 -0.95
O 1.6257 0.0906 5.5401 -0.58 0.25 0.90
C 0.3473 0.4114 5.6263 0.25 -0.49 0.02
O -0.2226 0.5872 6.6786 -0.07 0.19 0.10
C -0.3779 0.4684 4.3345 -0.38 0.05 0.20
C -1.7393 0.6808 4.1937 0.17 -0.08 -0.25
N -2.0051 0.6581 2.8720 0.31 -0.15 0.00
N -0.8913 0.4487 2.1641 -0.26 -0.10 0.21
C 0.0964 0.3073 3.0220 0.28 0.48 -0.07
C 1.4756 0.1319 2.4103 -0.46 0.08 0.04
O 2.4054 -0.1202 3.1953 0.20 0.05 -0.59
O 1.4973 0.2754 1.1586 0.21 -0.26 0.32
H 1.9104 -0.0328 4.5831 0.50 -0.05 -0.38
H -2.4975 0.8403 4.9394 -0.02 0.00 0.02
H -2.8784 0.6462 2.3662 0.00 0.05 -0.04
C -2.6982 -1.3653 -0.8293 -0.02 -0.07 -0.23
O -2.2640 -0.2401 -0.1496 0.18 0.18 0.41
H -3.7087 -1.6669 -0.5035 0.02 0.03 0.00
H -2.0470 -2.2451 -0.6871 -0.02 0.03 0.01
H -2.7497 -1.2070 -1.9197 0.00 0.01 0.01
C 0.3471 -1.3204 -4.2467 -0.04 -0.03 -0.02
Si 0.8928 -0.0376 -2.9835 -0.07 -0.07 0.19
C 0.2407 1.6263 -3.5774 0.01 0.05 0.00
C 2.7695 0.0507 -3.0663 0.03 0.04 0.01
O 0.3674 -0.4067 -1.5212 -0.06 0.08 0.12
H 0.7762 -1.1304 -5.2338 0.01 0.01 -0.03
H -0.7410 -1.3196 -4.3418 -0.03 -0.01 0.00
H 0.6508 -2.3202 -3.9296 0.02 -0.03 0.00
H 0.6305 1.8904 -4.5639 0.00 0.00 -0.04
H 0.5286 2.4169 -2.8802 0.01 0.03 0.01
H -0.8499 1.6134 -3.6321 -0.03 0.00 0.01
H 3.1126 0.3390 -4.0635 0.02 0.00 -0.03
H 3.2210 -0.9106 -2.8151 0.00 -0.04 0.02
H 3.1430 0.7856 -2.3502 0.02 0.01 0.02